(w)
C32H29AsF6N2O5P2RuSSe as an isolated structure. Source: OMol25; level of theory: ωB97M-V/def2-TZVPD.

Each line ends with the Mulliken charge.
Geometry (Å):
1 Ru -0.266 -1.628 0.201  0.406
2 C 2.545 0.547 0.589  -0.731
3 C 2.769 -0.355 -0.590  -1.238
4 P 1.216 -0.881 -1.399  1.039
5 C 0.642 0.524 -2.390  0.439
6 C -0.703 0.872 -2.344  -0.234
7 C -1.173 1.945 -3.089  -0.721
8 C -0.299 2.667 -3.884  -0.534
9 C 1.044 2.315 -3.945  -0.783
10 C 1.514 1.247 -3.203  -0.052
11 C 1.788 -2.065 -2.661  0.961
12 C 1.191 -2.076 -3.920  -0.583
13 C 1.605 -2.980 -4.884  -0.747
14 C 2.617 -3.884 -4.602  -0.496
15 C 3.207 -3.889 -3.348  -0.903
16 C 2.793 -2.990 -2.379  -0.244
17 P 2.067 2.281 0.147  0.477
18 C 0.601 2.467 1.162  0.161
19 C -0.420 1.474 1.074  2.782
20 C -1.619 1.621 1.674  -1.396
21 C -1.939 2.809 2.504  0.014
22 C -0.868 3.840 2.509  -1.256
23 C 0.315 3.661 1.882  -0.482
24 C 3.338 3.265 1.024  0.434
25 C 4.090 4.176 0.291  -0.590
26 C 5.097 4.915 0.898  -0.617
27 C 5.355 4.748 2.248  -0.468
28 C 4.608 3.841 2.990  -0.785
29 C 3.607 3.103 2.384  -0.101
30 H 3.467 0.616 1.170  0.808
31 H 1.797 0.105 1.247  0.170
32 H 3.210 -1.285 -0.218  0.595
33 H 3.463 0.074 -1.321  0.464
34 H -1.384 0.299 -1.719  0.124
35 H -2.218 2.217 -3.043  0.434
36 H -0.660 3.510 -4.456  0.390
37 H 1.724 2.878 -4.568  0.423
38 H 2.560 0.975 -3.253  0.371
39 H 0.401 -1.373 -4.152  0.395
40 H 1.136 -2.976 -5.857  0.415
41 H 2.944 -4.584 -5.357  0.392
42 H 3.989 -4.598 -3.117  0.428
43 H 3.249 -3.025 -1.401  0.310
44 H -0.213 0.554 0.513  -1.783
45 H -2.375 0.850 1.599  0.657
46 H -2.908 3.242 2.221  0.475
47 H -1.058 4.739 3.079  0.421
48 H 1.070 4.434 1.941  0.466
49 H 3.880 4.309 -0.763  0.402
50 H 5.676 5.620 0.318  0.404
51 H 6.138 5.321 2.724  0.374
52 H 4.807 3.709 4.045  0.447
53 H 3.037 2.391 2.966  0.418
54 F 0.186 -0.897 2.037  -0.898
55 As 0.078 0.885 3.783  1.201
56 F 1.797 0.733 3.646  -0.434
57 F -0.171 -0.513 4.762  -0.426
58 F -3.551 -0.086 3.293  -0.248
59 F 0.201 1.950 5.154  -0.472
60 F -2.146 2.367 3.844  -0.274
61 O -1.954 -3.318 1.515  -0.669
62 Se -2.742 -3.478 0.106  0.926
63 O -2.999 -4.913 -0.509  -0.635
64 O -2.486 -2.233 -0.891  -0.501
65 O -0.012 -3.975 -0.567  -0.536
66 C -5.815 -4.533 -0.480  -1.448
67 C -5.696 -3.426 0.512  1.336
68 C -6.834 -2.848 1.032  -0.839
69 C -6.688 -1.760 1.875  -0.252
70 N -5.515 -1.324 2.283  -0.402
71 C -4.431 -1.936 1.850  0.366
72 S -2.930 -1.394 2.574  0.384
73 N -4.484 -2.937 0.910  -0.097
74 H -6.870 -4.743 -0.638  0.398
75 H -5.308 -5.428 -0.130  0.329
76 H -5.357 -4.264 -1.430  0.357
77 H -7.805 -3.216 0.748  0.382
78 H -7.550 -1.218 2.241  0.425
79 O 1.815 -3.562 0.777  -0.553
80 C 0.815 -3.502 0.167  0.824

Summary:
Spin multiplicity = 1
Lowest unoccupied orbital energy (spin up / spin down) = -2.57 / -2.60 eV
E_HOMO (spin up / spin down) = -5.736 / -5.807 eV

---

(x)
C32H29AsF6N2O5P2RuSSe as an isolated structure. Source: OMol25; level of theory: ωB97M-V/def2-TZVPD.

Each line ends with the Mulliken charge.
Geometry (Å):
1 Ru -0.209 0.295 0.693  0.223
2 C 1.330 1.534 3.601  -1.381
3 C 2.115 0.399 2.927  -1.808
4 P 0.957 -0.836 2.279  1.531
5 C 1.906 -2.162 1.523  1.055
6 C 1.254 -3.336 1.152  -0.348
7 C 1.977 -4.363 0.573  -0.784
8 C 3.342 -4.222 0.355  -0.525
9 C 3.991 -3.052 0.717  -0.814
10 C 3.272 -2.019 1.304  -0.548
11 C 0.247 -1.537 3.788  0.656
12 C -1.090 -1.876 3.869  -0.304
13 C -1.599 -2.474 5.015  -0.993
14 C -0.763 -2.732 6.088  -0.703
15 C 0.586 -2.399 6.016  -0.685
16 C 1.091 -1.809 4.870  -0.689
17 P 0.398 2.473 2.320  0.943
18 C 0.142 4.082 3.152  0.553
19 C 0.843 5.172 2.645  -0.302
20 C 0.738 6.420 3.247  -0.678
21 C -0.074 6.583 4.357  -0.476
22 C -0.781 5.499 4.868  -0.714
23 C -0.675 4.256 4.266  -0.225
24 C -1.336 1.819 2.355  -0.555
25 C -1.947 1.128 3.412  -0.461
26 C -3.302 0.876 3.398  -1.041
27 C -4.081 1.314 2.330  -0.603
28 C -3.511 2.026 1.291  -0.811
29 C -2.146 2.284 1.304  0.441
30 H 2.023 2.252 4.047  0.627
31 H 0.704 1.164 4.417  0.442
32 H 2.821 -0.071 3.616  0.746
33 H 2.672 0.783 2.072  0.728
34 H 0.186 -3.449 1.299  0.367
35 H 1.471 -5.273 0.282  0.448
36 H 3.903 -5.028 -0.099  0.394
37 H 5.052 -2.937 0.543  0.420
38 H 3.781 -1.103 1.567  0.346
39 H -1.743 -1.660 3.054  0.654
40 H -2.648 -2.733 5.049  0.546
41 H -1.154 -3.201 6.981  0.405
42 H 1.244 -2.608 6.848  0.437
43 H 2.148 -1.580 4.823  0.297
44 H 1.469 5.043 1.771  0.409
45 H 1.283 7.261 2.841  0.400
46 H -0.164 7.554 4.824  0.387
47 H -1.421 5.626 5.731  0.426
48 H -1.246 3.423 4.659  0.249
49 H -1.356 0.784 4.249  0.687
50 H -3.751 0.312 4.204  0.415
51 H -5.135 1.073 2.308  0.371
52 H -4.116 2.364 0.462  0.453
53 H -1.692 2.884 0.523  0.479
54 F -2.264 -0.919 0.962  -0.380
55 As -3.504 -2.247 0.789  2.085
56 F -2.991 -2.484 -0.845  -0.488
57 F -4.619 -1.032 0.272  -0.489
58 F -4.680 -3.488 0.639  -0.488
59 F -3.953 -1.967 2.439  -0.433
60 F -2.282 -3.363 1.309  -0.447
61 O 0.792 -0.167 -2.222  -0.434
62 Se 1.353 1.391 -1.485  0.987
63 O 2.342 2.026 -2.568  -0.740
64 O -0.042 2.120 -0.995  -0.411
65 O 1.922 0.716 -0.070  -0.309
66 C -4.274 1.856 -5.774  -1.247
67 C -2.937 1.737 -5.110  0.903
68 C -1.799 2.371 -5.592  -0.801
69 C -0.622 2.190 -4.889  -0.312
70 N -0.558 1.449 -3.785  -0.101
71 C -1.690 0.881 -3.437  0.307
72 S -1.876 -0.181 -2.002  0.089
73 N -2.878 0.965 -4.022  -0.447
74 H -4.268 2.601 -6.567  0.363
75 H -5.029 2.120 -5.036  0.318
76 H -4.559 0.893 -6.199  0.289
77 H -1.832 2.988 -6.477  0.353
78 H 0.299 2.660 -5.209  0.501
79 O -0.103 -1.465 -0.606  -0.516
80 C -0.267 -0.664 -1.537  0.759

Summary:
Spin multiplicity = 1
Lowest unoccupied orbital energy (spin up / spin down) = -1.22 / -1.32 eV
E_HOMO (spin up / spin down) = -8.386 / -8.421 eV

---

The winner here is (x), beating the second structure by 6.753 eV.

---

(w)
A 2-piece molecular cluster, C2H12Si3 overall. Source: OMol25; level of theory: ωB97M-V/def2-TZVPD.

Each line ends with the Mulliken charge.
Geometry (Å):
1 C -3.974 1.184 0.382  -0.964
2 C 0.514 -1.608 0.141  -0.870
3 Si 4.625 0.145 0.066  0.349
4 Si -2.697 0.096 -0.454  0.341
5 Si -1.198 -0.857 1.033  0.143
6 H -3.457 1.963 1.047  0.255
7 H -4.613 1.659 -0.359  0.293
8 H -4.721 0.786 1.086  0.335
9 H 0.575 -0.908 -0.823  0.252
10 H 1.463 -1.360 0.767  0.176
11 H 0.338 -2.658 -0.134  0.306
12 H 4.338 -1.343 0.245  -0.074
13 H 3.972 1.008 0.991  -0.088
14 H 6.106 0.169 -0.177  -0.100
15 H -2.080 1.155 -1.083  -0.128
16 H -3.360 -0.397 -1.633  -0.147
17 H 4.169 0.968 -1.094  -0.080

Summary:
Spin multiplicity = 1
Lowest unoccupied orbital energy = -1.25 eV
E_HOMO = -7.836 eV

---

(x)
A 2-piece molecular cluster, C2H12Si3 overall. Source: OMol25; level of theory: ωB97M-V/def2-TZVPD.

Each line ends with the Mulliken charge.
Geometry (Å):
1 C 1.101 -2.454 0.266  -0.910
2 C 0.895 1.763 -0.970  -0.994
3 Si -1.693 1.691 2.327  0.229
4 Si 0.021 -1.707 -1.060  0.309
5 Si -0.529 0.486 -0.862  0.074
6 H 0.848 -2.703 1.250  0.374
7 H 1.474 -3.313 -0.242  0.272
8 H 1.911 -1.642 0.317  0.221
9 H 0.831 2.713 -0.461  0.360
10 H 1.821 1.203 -0.504  0.228
11 H 1.328 2.152 -1.953  0.332
12 H -1.856 1.166 3.807  -0.044
13 H -2.788 1.408 1.412  -0.069
14 H -0.848 2.863 2.242  -0.061
15 H -1.251 -2.525 -1.219  -0.128
16 H 0.329 -1.881 -2.496  -0.112
17 H -1.593 0.781 -1.854  -0.081

Summary:
Spin multiplicity = 1
Lowest unoccupied orbital energy (spin up / spin down) = -0.66 / -0.61 eV
E_HOMO (spin up / spin down) = -7.365 / -7.280 eV

---

The winner here is (x), beating the second structure by 0.090 eV.

---

(w)
A 2-piece molecular cluster, CH4I2NOP overall. Source: OMol25; level of theory: ωB97M-V/def2-TZVPD.

Each line ends with the Mulliken charge.
Geometry (Å):
1 I -2.658 -1.951 0.283  0.232
2 N -3.066 -0.540 -1.094  -0.280
3 P -2.944 0.937 -1.418  0.158
4 I -2.147 2.295 0.487  -0.130
5 C 2.157 -0.168 0.013  -0.415
6 O 0.911 -0.353 0.630  -0.449
7 H 1.835 0.630 -0.834  0.155
8 H 2.402 -1.101 -0.293  0.210
9 H 2.826 0.154 0.785  0.244
10 H 0.684 0.097 1.441  0.276

Summary:
SMILES string = I/N=P\I.CO
Spin multiplicity = 1
Lowest unoccupied orbital energy = -0.76 eV
E_HOMO = -9.162 eV

---

(x)
CH4I2NOP as an isolated structure. Source: OMol25; level of theory: ωB97M-V/def2-TZVPD.

Each line ends with the Mulliken charge.
Geometry (Å):
1 C -1.193 -0.361 1.191  -0.747
2 N 1.587 1.115 -0.791  -0.473
3 O -0.131 0.487 0.841  -0.233
4 P -0.026 0.869 -0.698  0.325
5 I 2.433 1.046 -2.662  0.253
6 I -0.190 -2.112 -1.654  -0.432
7 H -1.568 -0.183 2.205  0.237
8 H -0.817 -1.311 1.080  0.341
9 H -2.116 -0.165 0.599  0.360
10 H 2.020 0.615 -0.109  0.370

Summary:
Spin multiplicity = 1
Lowest unoccupied orbital energy = -1.30 eV
E_HOMO = -8.388 eV

---

The winner here is (x), beating the second structure by 1.149 eV.